Formula: C5H17NO4S
Source: OMol25
Level of theory: the ωB97M-V functional and the def2-TZVPD basis

```
28
C5H17NO4S, DFT the ωB97M-V functional and the def2-TZVPD basis
C 1.47 -1.09 1.69
N 1.54 0.33 1.38
C 0.26 0.92 0.95
C -0.45 1.78 2.01
S -0.58 0.94 3.71
C 0.45 1.73 -0.36
O -0.20 1.22 -1.50
C 1.05 -1.97 0.51
H 0.78 -1.24 2.52
H 2.43 -1.46 2.05
H 1.79 0.75 2.28
H -0.46 0.16 0.70
H 0.10 2.67 2.31
H -1.45 1.89 1.66
H 1.51 1.83 -0.61
H 0.12 2.78 -0.19
H 1.23 -3.01 0.80
H -0.02 -1.86 0.33
H 1.67 -1.77 -0.37
H -2.20 -1.05 -1.84
H -1.70 -2.31 -1.13
O -2.05 -2.04 -1.98
H 0.51 0.11 -2.61
H 0.09 -1.28 -2.99
O 0.60 -0.55 -3.35
H -2.60 1.01 -2.66
H -1.43 0.95 -1.50
O -2.47 0.56 -1.81
```

**Highest occupied orbital energy**: -0.00247 hartree
**Total charge**: -2
**LUMO**: 5.86 eV
**Kohn-Sham gap**: 5.932 eV

***

Formula: C6H12O
Source: OMol25
Level of theory: the ωB97M-V functional and the def2-TZVPD basis

```
19
C6H12O, DFT the ωB97M-V functional and the def2-TZVPD basis
C -1.16 1.64 0.67
C -1.18 0.86 -0.42
O -2.30 0.21 -0.84
C 0.00 0.48 -1.26
C 0.39 -0.99 -0.99
C 0.53 -1.30 0.50
C 1.54 -0.38 1.19
H -0.29 2.22 0.94
H -2.02 1.68 1.34
H -3.04 0.52 -0.30
H -0.23 0.60 -2.33
H 0.84 1.14 -1.03
H -0.35 -1.65 -1.44
H 1.35 -1.20 -1.48
H 0.80 -2.35 0.63
H -0.45 -1.18 0.99
H 1.02 0.46 1.67
H 2.14 -0.90 1.95
H 2.25 0.06 0.47
```

**Relative energy (zero: lowest compared OMol25 entry of this formula, charge and spin)**: 0.783 eV
**Highest occupied orbital energy**: -0.32478 hartree
**LUMO**: 0.93 eV
**SMILES**: C=C(O)CCCC
**Kohn-Sham gap**: 9.772 eV

***

Formula: CH5N3S
Source: OMol25
Level of theory: the ωB97M-V functional and the def2-TZVPD basis

```
10
CH5N3S, DFT the ωB97M-V functional and the def2-TZVPD basis
C 0.01 0.75 -0.20
H -1.23 -1.19 0.41
H -3.02 -0.17 0.24
H 0.56 1.74 -0.03
H 0.43 -1.16 -0.52
H 2.94 0.20 1.13
N -1.88 -0.54 -0.31
N -1.22 0.74 -0.29
N 0.85 -0.34 -0.13
S 2.55 -0.02 -0.31
```

**Relative energy (zero: lowest compared OMol25 entry of this formula, charge and spin)**: 3.383 eV
**Highest occupied orbital energy**: -0.32221 hartree
**LUMO**: 0.48 eV
**Kohn-Sham gap**: 9.248 eV

***

Formula: C13H27CaNO8
Source: OMol25
Level of theory: the ωB97M-V functional and the def2-TZVPD basis

```
50
C13H27CaNO8, DFT the ωB97M-V functional and the def2-TZVPD basis
Ca -0.17 0.11 -0.04
C 4.66 0.38 -2.77
C 3.99 1.69 -2.46
O 3.98 2.52 -3.36
O 3.27 1.79 -1.43
H 4.57 -0.46 -2.08
H 5.71 0.68 -2.75
H 4.34 -0.07 -3.72
C -5.05 -3.34 0.77
C -3.92 -2.31 0.62
O -3.77 -1.72 -0.46
O -2.98 -2.21 1.43
H -4.64 -4.35 0.79
H -5.88 -3.32 0.07
H -5.49 -3.20 1.76
C -2.56 1.00 -5.67
C -1.39 1.66 -4.98
O -0.65 1.02 -4.20
O -1.27 2.90 -5.23
H -3.37 1.73 -5.79
H -3.01 0.21 -5.07
H -2.38 0.53 -6.63
C -2.60 3.39 2.72
C -2.14 4.35 1.61
C -1.58 5.68 2.19
O -1.31 3.92 0.56
H -3.34 3.91 3.33
H -1.67 3.18 3.24
H -3.07 2.54 2.22
H -3.06 4.60 1.09
H -0.61 5.45 2.62
H -2.35 6.18 2.78
H -1.38 6.41 1.41
C 3.57 -2.51 3.48
C 2.74 -1.98 2.20
C 2.31 -3.19 1.28
O 1.68 -2.56 0.12
C 1.39 -3.53 -0.87
N 1.58 -1.05 2.57
H 4.23 -1.73 3.88
H 4.18 -3.40 3.61
H 2.90 -2.70 4.32
H 3.38 -1.40 1.54
H 1.61 -3.73 1.91
H 3.06 -3.85 0.84
H 0.58 -4.23 -0.64
H 2.23 -4.02 -1.37
H 0.99 -3.01 -1.74
H 1.84 -0.38 3.29
H 0.85 -1.60 3.01
```

**Relative energy (zero: lowest compared OMol25 entry of this formula, charge and spin)**: 9.525 eV
**Highest occupied orbital energy**: -0.06525 hartree
**Total charge**: -2
**LUMO**: 2.90 eV
**Kohn-Sham gap**: 4.679 eV

***

Formula: C4H4BrClN2
Source: OMol25
Level of theory: the ωB97M-V functional and the def2-TZVPD basis

```
12
C4H4BrClN2, DFT the ωB97M-V functional and the def2-TZVPD basis
C 1.35 0.18 0.68
C -0.79 -0.49 -1.05
C 0.66 1.18 -0.28
C -1.17 -1.00 0.24
N -0.01 0.48 -1.30
N 0.91 -0.89 1.07
Cl -1.64 -2.64 0.33
Br -1.94 0.12 1.56
H 2.32 0.53 1.02
H -1.11 -1.08 -1.90
H 0.01 1.77 0.37
H 1.40 1.83 -0.75
```

**Relative energy (zero: lowest compared OMol25 entry of this formula, charge and spin)**: 2.616 eV
**Highest occupied orbital energy (alpha / beta)**: -0.32571 / -0.32488 hartree
**LUMO (alpha / beta)**: -0.74 / -0.72 eV
**Kohn-Sham gap (alpha / beta)**: 8.126 / 8.119 eV

***

Formula: C6H24N12O6
Source: OMol25
Level of theory: the ωB97M-V functional and the def2-TZVPD basis

```
48
C6H24N12O6, DFT the ωB97M-V functional and the def2-TZVPD basis
N 1.45 0.74 -3.91
C 1.88 -0.12 -2.98
N 1.40 0.11 -1.69
O 2.57 -1.12 -3.18
H 0.90 1.54 -3.66
H 1.52 0.41 -4.85
H 1.84 -0.42 -0.93
H 0.93 0.97 -1.50
N -0.98 -0.12 1.68
C -2.32 -0.02 1.59
N -3.02 -0.85 2.33
O -2.81 0.83 0.93
H -0.55 -0.96 2.03
H -0.51 0.54 1.14
H -3.97 -0.94 2.08
H -2.58 -1.69 2.60
N -1.05 2.98 -1.07
C -0.13 3.73 -1.69
N 0.29 4.80 -0.93
O 0.27 3.36 -2.78
H -1.52 3.47 -0.31
H -1.66 2.29 -1.50
H -0.21 5.18 -0.14
H 1.05 5.37 -1.29
N -4.39 3.37 1.86
C -3.19 4.00 1.83
N -2.30 3.35 2.75
O -2.90 4.98 1.21
H -5.00 3.94 1.28
H -4.35 2.35 1.77
H -2.61 2.72 3.43
H -1.46 3.93 2.85
N 0.33 -4.19 1.05
C 0.70 -3.40 2.18
N 1.94 -3.67 2.65
O -0.08 -2.67 2.72
H 1.11 -4.69 0.66
H -0.44 -3.87 0.45
H 2.65 -3.92 1.92
H 2.29 -3.10 3.39
N 4.13 -3.10 -1.77
C 3.14 -3.89 -1.25
N 2.07 -4.04 -2.14
O 3.25 -4.55 -0.27
H 5.01 -2.96 -1.26
H 3.87 -2.37 -2.42
H 2.05 -3.63 -3.06
H 1.37 -4.67 -1.82
```

**Relative energy (zero: lowest compared OMol25 entry of this formula, charge and spin)**: 0.554 eV
**Highest occupied orbital energy**: -0.36232 hartree
**LUMO**: 0.49 eV
**SMILES**: NC(N)=O.NC(N)=O.NC(N)=O.NC(N)=O.NC(N)=O.NC(N)=O
**Kohn-Sham gap**: 10.349 eV